DFT (ωB97M-V/def2-TZVPD) results for a cluster of 2 separate species, C19H16F2N2O2 in total.

## Properties
LUMO level	-1.47	eV
E_tot	-1193.303250	Ha
HOMO	-8.605	eV
multiplicity	1
frontier orbital gap	7.1	eV

Element x y z (Å)
N -1.362 -3.040 -0.259
C -0.141 -3.098 -0.885
O 0.057 -3.423 -2.076
N 0.974 -2.763 -0.114
C 0.985 -2.445 1.239
O 2.059 -2.165 1.782
C -0.343 -2.478 1.843
C -1.422 -2.764 1.056
H 1.858 -2.752 -0.625
H -0.455 -2.210 2.887
H -2.407 -2.768 1.529
C -7.559 -0.180 -0.534
C -6.337 -0.986 -0.827
C -6.521 -2.253 -1.375
F -7.800 -2.680 -1.573
C -5.491 -3.117 -1.655
C -4.156 -2.717 -1.312
C -2.983 -3.514 -1.445
C -3.032 -4.910 -1.676
C -4.163 -5.770 -1.453
C -4.121 -7.046 -1.966
F -5.213 -7.851 -1.817
C -2.985 -7.612 -2.541
C -3.077 -9.049 -2.937
C -1.847 -6.799 -2.683
C -1.881 -5.479 -2.285
C -3.958 -1.390 -0.831
C -5.025 -0.550 -0.595
H -7.276 0.850 -0.310
H -8.216 -0.196 -1.411
H -8.150 -0.554 0.314
H -5.725 -4.087 -2.083
H -2.111 -2.969 -1.859
H -5.042 -5.435 -0.906
H -2.112 -9.437 -3.273
H -3.433 -9.692 -2.120
H -3.806 -9.159 -3.752
H -0.924 -7.195 -3.094
H -1.031 -4.814 -2.452
H -2.930 -1.097 -0.591
H -4.841 0.440 -0.181

=====

DFT (ωB97M-V/def2-TZVPD) results for a cluster of 5 separate species, C34H47B3F32INO8 in total.

## Properties
LUMO level	0.19	eV
E_tot	-5548.711009	Ha
HOMO	-9.357	eV
multiplicity	1
frontier orbital gap	9.5	eV

Element x y z (Å)
C -2.246 -4.064 2.001
O -2.211 -2.710 1.582
C -3.177 -1.898 2.223
C -4.572 -2.020 1.613
C -4.744 -1.188 0.328
C -5.317 -1.999 -0.836
C -4.324 -2.931 -1.524
C -3.423 -2.201 -2.535
B -2.026 -1.779 -1.980
O -1.257 -2.688 -1.283
B -0.085 -2.253 -0.693
C 0.731 -3.255 0.193
C 1.930 -2.642 0.908
C 1.536 -1.990 2.238
I 2.174 -3.145 3.938
O 0.355 -0.966 -0.894
B -0.636 -0.069 -1.258
C -0.809 1.319 -0.560
C -0.571 1.170 0.951
C -0.862 2.419 1.785
C -2.142 3.156 1.396
N -3.278 2.234 1.345
O -1.545 -0.500 -2.214
H -2.275 -4.129 3.092
H -3.141 -4.557 1.619
H -1.358 -4.546 1.610
H -3.183 -2.105 3.299
H -2.840 -0.868 2.102
H -5.273 -1.672 2.372
H -4.810 -3.062 1.408
H -5.462 -0.398 0.547
H -3.809 -0.695 0.059
H -6.121 -2.611 -0.422
H -5.769 -1.343 -1.578
H -3.744 -3.488 -0.788
H -4.918 -3.670 -2.063
H -3.235 -2.877 -3.374
H -3.947 -1.341 -2.947
H 1.072 -4.048 -0.477
H 0.023 -3.691 0.897
H 2.651 -3.432 1.111
H 2.456 -1.917 0.291
H 0.461 -1.916 2.356
H 1.991 -1.013 2.344
H -1.828 1.640 -0.760
H -0.122 2.064 -0.969
H -1.178 0.337 1.313
H 0.466 0.875 1.107
H -0.993 2.105 2.824
H -0.036 3.124 1.728
H -2.300 3.941 2.140
H -2.009 3.617 0.419
H -4.161 2.724 1.386
H -3.234 1.574 2.113
F 2.001 8.639 0.037
C 1.448 8.438 -1.177
F 0.796 9.565 -1.540
C 0.438 7.288 -1.137
F -0.602 7.614 -0.339
F -0.032 7.189 -2.414
C 0.961 5.890 -0.777
O 0.782 5.445 0.558
C 1.691 5.710 1.543
F 2.818 6.285 1.076
F 2.054 4.510 2.071
C 1.072 6.523 2.684
F 0.615 7.701 2.225
F 2.029 6.757 3.611
H 2.235 8.233 -1.908
H 0.345 5.208 -1.361
H 1.988 5.747 -1.115
H 0.250 5.963 3.137
F 8.012 3.547 -0.541
C 7.752 3.086 -1.779
F 8.258 3.966 -2.677
C 6.246 2.959 -2.027
F 5.664 4.176 -2.003
F 6.148 2.482 -3.303
C 5.458 1.977 -1.147
O 4.739 2.517 -0.056
C 5.315 2.696 1.178
F 6.550 2.158 1.251
F 4.539 2.056 2.082
C 5.315 4.174 1.572
F 5.999 4.903 0.664
F 5.919 4.316 2.776
H 8.244 2.120 -1.919
H 4.683 1.583 -1.802
H 6.074 1.130 -0.845
H 4.298 4.547 1.633
F -5.824 -5.777 5.317
C -4.824 -5.637 4.427
F -5.311 -4.991 3.340
C -4.278 -6.995 3.979
F -5.225 -7.678 3.305
F -3.278 -6.693 3.096
C -3.631 -7.893 5.045
O -4.405 -8.947 5.585
C -5.208 -8.783 6.685
F -5.058 -7.573 7.258
F -4.833 -9.712 7.595
C -6.678 -9.078 6.361
F -7.127 -8.252 5.398
F -7.413 -8.878 7.479
H -4.027 -5.030 4.867
H -2.833 -8.408 4.513
H -3.154 -7.302 5.827
H -6.786 -10.113 6.031
F 3.469 3.100 -7.342
C 4.347 2.628 -8.250
F 4.041 3.160 -9.455
C 4.265 1.102 -8.360
F 3.058 0.738 -8.841
F 5.203 0.771 -9.296
C 4.612 0.274 -7.113
O 3.544 -0.221 -6.325
C 2.999 0.501 -5.297
F 3.686 1.631 -5.048
F 3.076 -0.271 -4.183
C 1.509 0.763 -5.536
F 1.329 1.457 -6.675
F 1.000 1.485 -4.510
H 5.359 2.939 -7.975
H 5.078 -0.626 -7.509
H 5.364 0.774 -6.502
H 0.975 -0.187 -5.604

=====

DFT (ωB97M-V/def2-TZVPD) results for an isolated molecule of C3H5P3.

## Properties
LUMO level	-0.86	eV
E_tot	-1141.301474	Ha
HOMO	-8.513	eV
multiplicity	1
frontier orbital gap	7.7	eV

Element x y z (Å)
C -2.239 -0.453 0.226
P -0.371 -0.301 1.100
P 0.188 1.616 0.364
C 1.651 1.123 -0.274
C 1.991 -0.283 -0.427
P 1.020 -1.575 0.058
H -2.736 0.054 1.081
H -2.542 -1.497 0.250
H -2.351 -0.075 -0.838
H 2.248 1.890 -0.893
H 3.141 -0.497 -0.647

=====

DFT (ωB97M-V/def2-TZVPD) results for a cluster of 2 separate species, C4H9O3 in total.

## Properties
LUMO level	4.08	eV
E_tot	-383.491913	Ha
HOMO	-3.724	eV
multiplicity	1
frontier orbital gap	7.8	eV
net charge	-1

Element x y z (Å)
C 0.057 0.977 0.056
O -0.946 0.261 0.638
C 0.580 0.206 -1.206
C 0.167 -1.265 -1.229
C 0.546 -1.949 0.058
O 1.631 -2.284 0.529
H -0.287 2.009 -0.418
H 1.113 1.226 0.460
H 0.117 0.612 -2.185
H 1.655 0.352 -1.357
H 0.715 -1.638 -2.141
H -1.015 -1.388 -1.323
H -0.242 -2.024 0.783
H -1.777 2.190 2.201
H -1.075 1.024 2.203
O -1.241 1.692 2.931

=====

DFT (ωB97M-V/def2-TZVPD) results for a cluster of 2 separate species, C3H12N2OS in total.

## Properties
LUMO level	0.73	eV
E_tot	-704.368983	Ha
HOMO	-8.604	eV
multiplicity	1
frontier orbital gap	9.3	eV

Element x y z (Å)
N -0.718 1.912 0.457
C 0.616 1.545 0.005
C 0.726 0.193 -0.723
N 1.797 -0.652 -0.162
C -0.562 -0.780 -1.012
S -0.324 -2.466 -0.312
H -0.856 1.399 1.417
H -0.899 2.957 0.617
H 1.173 1.589 0.875
H 1.087 2.275 -0.644
H 0.944 0.492 -1.754
H 2.428 -0.196 0.422
H 2.313 -1.289 -0.844
H -0.698 -1.021 -2.117
H -1.430 -0.251 -0.503
H -0.302 -3.174 -1.433
O -1.572 -0.790 2.228
H -2.513 -0.578 2.066
H -1.208 -1.166 1.416

=====

DFT (ωB97M-V/def2-TZVPD) results for an isolated molecule of C4H8N4O.

## Properties
LUMO level	0.89	eV
E_tot	-451.401835	Ha
HOMO	-8.885	eV
multiplicity	1
frontier orbital gap	9.8	eV

Element x y z (Å)
C -1.570 0.174 1.192
N -0.874 -0.415 0.048
C -1.479 0.023 -1.235
N 0.483 -0.312 0.070
C 1.235 -1.374 -0.107
N 2.524 -1.141 -0.159
N 2.591 0.234 0.149
C 1.427 0.858 0.266
O 1.147 1.998 0.554
H -1.428 -0.381 2.082
H -1.220 1.265 1.286
H -2.541 0.112 0.914
H -1.099 1.004 -1.419
H -0.902 -0.509 -2.044
H -2.492 0.160 -1.227
H 0.826 -2.324 -0.201
H 3.371 0.628 -0.167

=====

DFT (ωB97M-V/def2-TZVPD) results for a cluster of 4 separate species, C41H67BrFN4O3S in total.

## Properties
LUMO level	-3.42	eV
E_tot	-5118.849452	Ha
HOMO	-11.312	eV
multiplicity	1
frontier orbital gap	7.9	eV
net charge	+1

Element x y z (Å)
C -1.797 -3.297 -2.110
C -3.204 -2.644 -1.999
C -3.829 -2.285 -3.364
C -3.494 -0.849 -3.810
C -1.991 -0.584 -3.858
C -1.578 0.718 -4.564
C -0.063 0.952 -4.325
C 0.828 0.222 -5.344
C 1.981 -0.565 -4.707
C 3.071 0.319 -4.013
C 2.975 0.307 -2.439
C 3.043 1.746 -1.885
C 2.950 1.872 -0.326
C 1.659 1.270 0.240
C 0.374 1.947 -0.288
C -0.726 0.894 -0.102
N -0.883 0.701 1.358
F -1.457 1.832 1.869
C 0.334 0.247 2.109
Br -0.293 0.245 3.983
C 1.646 1.018 1.803
O 2.807 0.264 1.968
C 2.865 -0.650 3.073
C 4.323 -1.115 3.216
C 5.224 0.082 3.575
C 4.357 -2.149 4.366
C 5.173 -3.427 4.012
C 4.213 -4.602 3.691
C 6.030 -3.807 5.240
S 1.942 2.534 2.829
C 0.557 3.679 2.872
O 3.078 3.314 2.329
O 2.209 2.159 4.222
H -1.721 -4.146 -1.428
H -0.982 -2.600 -1.894
H -1.655 -3.679 -3.121
H -3.186 -1.762 -1.343
H -3.856 -3.381 -1.527
H -4.914 -2.328 -3.252
H -3.485 -2.971 -4.140
H -3.990 -0.162 -3.113
H -3.935 -0.658 -4.792
H -1.521 -1.401 -4.420
H -1.555 -0.608 -2.867
H -2.170 1.565 -4.203
H -1.790 0.642 -5.634
H 0.100 2.029 -4.422
H 0.144 0.601 -3.314
H 1.201 0.918 -6.098
H 0.190 -0.488 -5.884
H 2.443 -1.140 -5.516
H 1.576 -1.312 -4.017
H 4.027 -0.123 -4.286
H 2.951 1.332 -4.396
H 1.986 -0.105 -2.212
H 3.748 -0.328 -2.010
H 2.371 2.436 -2.399
H 4.053 2.106 -2.108
H 2.923 2.947 -0.132
H 3.866 1.435 0.061
H 1.612 0.243 -0.145
H 0.132 2.879 0.217
H 0.524 2.136 -1.347
H -1.671 1.282 -0.482
H -0.448 -0.036 -0.590
H -1.589 -0.035 1.496
H 0.431 -0.814 1.883
H 2.282 -1.555 2.845
H 2.572 -0.228 4.033
H 4.674 -1.527 2.268
H 6.223 -0.313 3.777
H 4.881 0.584 4.481
H 5.290 0.804 2.761
H 4.754 -1.716 5.286
H 3.331 -2.464 4.584
H 5.801 -3.256 3.136
H 4.568 -5.215 2.861
H 3.203 -4.262 3.443
H 4.103 -5.246 4.567
H 6.616 -2.935 5.538
H 6.669 -4.666 5.040
H 5.347 -4.044 6.058
H 0.327 4.140 1.914
H -0.302 3.222 3.362
H 0.912 4.464 3.541
N -7.235 -1.711 -1.832
C -7.456 -2.652 -0.911
C -8.450 -3.612 -1.015
C -9.265 -3.596 -2.135
C -9.053 -2.626 -3.102
C -8.030 -1.713 -2.904
H -6.798 -2.627 -0.049
H -8.581 -4.352 -0.238
H -10.053 -4.328 -2.254
H -9.667 -2.578 -3.990
H -7.827 -0.940 -3.636
N 1.974 6.699 -1.418
C 2.491 7.324 -2.476
C 3.844 7.329 -2.782
C 4.711 6.651 -1.942
C 4.193 5.997 -0.835
C 2.826 6.051 -0.622
H 1.778 7.845 -3.104
H 4.206 7.852 -3.656
H 5.774 6.633 -2.145
H 4.835 5.458 -0.151
H 2.379 5.552 0.232
N -5.388 -2.448 3.517
C -6.116 -2.223 4.611
C -5.899 -1.161 5.477
C -4.867 -0.283 5.195
C -4.098 -0.503 4.063
C -4.401 -1.593 3.263
H -6.912 -2.936 4.794
H -6.524 -1.028 6.348
H -4.665 0.558 5.846
H -3.281 0.157 3.804
H -3.828 -1.802 2.363

=====

DFT (ωB97M-V/def2-TZVPD) results for a structure of composition C3H3LaO3.

## Properties
LUMO level (spin up / spin down)	-8.90 / -9.94	eV
E_tot	-372.634013	Ha
HOMO (spin up / spin down)	-19.274 / -15.116	eV
multiplicity	1
frontier orbital gap (spin up / spin down)	10.4 / 5.2	eV
net charge	+2

Element x y z (Å)
O -0.630 -0.302 -0.379
La -3.259 -0.309 -0.836
O -1.956 1.226 0.425
C -0.770 0.832 0.378
O 0.302 1.348 0.731
C 0.744 -0.787 -0.268
H 0.980 -1.327 -1.195
H 0.738 -1.470 0.600
C 1.557 0.476 -0.129
H 2.295 0.312 0.673

=====

Q: multiplicity of number 7 (C41H67BrFN4O3S)?
A: 1